74
Properties=species:S:1:pos:R:3:lowdin_charge:R:1 method="wB97M-V/def2-TZVPD" largest_force_ha_per_bohr=0.0136 e_tot_ev=-92883.44735 spin_multiplicity=1 gap_ev=6.3
K -0.2634 -0.7396 -1.0492 0.532
S 1.2815 1.8733 -0.9643 0.825
S 2.3383 -0.9911 0.7023 0.836
S 2.3473 -2.3695 -2.4432 0.850
S 1.4624 0.5687 -4.0138 0.838
N -0.6896 1.2499 0.3405 -0.145
C -3.4138 -2.7548 -1.9607 -0.034
C -3.7495 2.4586 2.0233 -0.038
C 0.5118 4.6488 2.9002 -0.093
C -0.8345 2.3299 3.5909 -0.058
C -0.2709 -3.5004 0.8630 -0.040
C -1.4031 1.8736 1.1557 -0.400
C -0.1992 3.0812 4.5717 -0.091
C -0.7969 2.7209 2.2554 -0.202
C -1.3158 -2.6488 1.2084 -0.286
C -1.2225 -3.8371 -1.3110 -0.035
C 2.3855 1.8644 0.4818 -0.480
C -2.2905 -3.0019 -0.9884 -0.311
C 3.7091 -0.8654 -0.4630 -0.526
C -0.1207 3.8922 1.9235 -0.055
C -1.3807 -2.0010 2.5647 -0.024
C 3.7635 -2.1161 -1.3362 -0.515
C -0.2128 -4.1087 -0.3862 -0.284
C -2.9261 1.8057 1.1133 -0.157
C 0.8862 -5.0817 -0.7142 -0.060
C 2.2882 0.6686 1.4299 -0.507
C -4.9024 0.9196 0.0348 -0.096
C 0.4788 4.2431 4.2287 -0.105
C 1.9606 2.2589 -3.5714 -0.542
C -5.1344 2.3321 1.9570 -0.091
C -3.5275 1.0564 0.1017 -0.065
C -2.3251 -2.4186 0.2777 -0.061
C 3.0859 -0.2133 -4.1143 -0.536
C 2.5521 2.3892 -2.1720 -0.543
C 2.9626 -1.7269 -4.0142 -0.547
C -5.7164 1.5528 0.9711 -0.105
H 1.0863 -5.1141 -1.7839 0.060
H -1.1902 -4.3090 -2.2877 0.123
H -5.7556 2.8487 2.6783 0.098
H -0.0944 4.2016 0.8848 0.111
H -5.3505 0.3236 -0.7525 0.094
H -3.1306 -3.0334 -2.9757 0.079
H -3.3092 3.0777 2.7953 0.105
H 3.7227 0.1606 -3.3124 0.059
H 1.0366 5.5550 2.6225 0.099
H 1.8129 -4.8172 -0.2028 0.072
H 1.3321 0.6901 1.9530 0.050
H 2.8178 3.4355 -1.9988 0.082
H -1.7007 -0.9608 2.4784 0.071
H -2.0974 -2.5172 3.2068 0.088
H -4.2942 -3.3405 -1.6891 0.089
H -6.7926 1.4455 0.9227 0.095
H -3.1562 -1.7749 0.5480 0.123
H -1.3655 1.4236 3.8635 0.111
H -2.8768 0.5882 -0.6339 0.080
H 3.9258 -2.1961 -4.2233 0.078
H -0.2388 2.7621 5.6060 0.098
H 3.4055 1.9651 0.1094 0.068
H -0.4094 -2.0240 3.0593 0.081
H 3.5534 0.0468 -5.0666 0.083
H -3.7173 -1.7061 -1.9631 0.072
H 3.4730 1.8069 -2.0909 0.046
H 3.8165 -3.0045 -0.7042 0.064
H 0.6100 -6.0878 -0.3904 0.087
H 4.6492 -0.7713 0.0864 0.090
H 2.1724 2.7436 1.0928 0.065
H 1.0426 2.8438 -3.6493 0.070
H 2.6489 2.6212 -4.3365 0.077
H 0.9756 4.8300 4.9907 0.095
H 3.0868 0.7569 2.1699 0.079
H 2.2526 -2.0984 -4.7561 0.071
H 4.6643 -2.1033 -1.9532 0.083
H 0.5111 -3.7018 1.5872 0.120
H 3.5652 0.0207 -1.0781 0.033

79
Properties=species:S:1:pos:R:3:lowdin_charge:R:1 method="wB97M-V/def2-TZVPD" largest_force_ha_per_bohr=0.0170 e_tot_ev=-94100.92034 spin_multiplicity=2 gap_ev="5.8 / 5.9" s2=0.753
Ti 0.3556 0.2479 0.8015 0.984
S 1.8869 -1.3461 -1.9509 0.643
Si 0.4044 -3.2994 -4.1023 0.490
Si 1.3950 2.7106 -1.3279 0.300
O -0.3578 -0.6813 2.5705 -0.082
O 1.0484 1.3856 -0.4427 -0.421
O -6.1705 1.5526 1.2285 -0.066
O -1.5028 0.9670 0.7821 -0.137
N 1.2139 1.6300 2.2932 0.044
N -0.2977 -1.4664 -0.4254 -0.056
N 2.2483 -0.6784 1.4277 0.038
C 0.6016 2.6873 2.8179 -0.091
C -1.4928 -1.9992 -0.0925 -0.141
C -0.1048 3.1606 -2.3513 -0.156
C -1.4122 -0.5248 3.2357 -0.355
C -2.5837 0.1113 2.7308 -0.114
C 4.9242 -1.3130 1.6260 -0.038
C 1.9384 -4.3555 -3.8818 -0.193
C -1.3935 -1.0928 4.6333 0.000
C 4.4660 -0.0780 2.0605 0.002
C 3.1086 0.1933 1.9855 -0.185
C 0.7011 -1.8455 -5.2475 -0.191
C 1.2543 3.6100 3.6143 -0.037
C 2.5169 1.4280 2.5401 -0.181
C -2.1649 -2.9140 -0.8511 -0.070
C -0.3573 -2.7943 -2.4503 -0.259
C 2.8701 2.3695 -2.4194 -0.169
C -3.8076 0.0458 3.4503 -0.025
C -4.9716 0.5294 2.9434 -0.007
C 4.0259 -2.2339 1.1290 -0.033
C 3.2462 2.3259 3.3121 0.006
C 1.8051 4.1366 -0.1701 -0.161
C -1.5770 -3.2974 -2.0666 -0.090
C -0.8745 -4.3913 -4.9636 -0.200
C -6.2508 2.0821 -0.0852 -0.071
C 2.6055 3.4264 3.8518 -0.041
C -2.5807 0.7478 1.4463 -0.331
C -4.9657 1.1239 1.6556 -0.275
C -3.8060 1.2395 0.9310 0.064
C 0.3176 -1.8858 -1.5680 -0.752
C 2.6953 -1.8612 1.0146 -0.140
H -3.8190 -0.4122 4.4298 0.108
H -0.9645 3.3559 -1.7070 0.026
H 0.7152 4.4529 4.0215 0.112
H -0.4968 -4.6752 -5.9484 0.027
H 3.1593 4.1313 4.4575 0.114
H 5.1609 0.6502 2.4489 0.105
H -0.3665 -1.3381 4.8900 0.087
H -1.0749 -5.3145 -4.4161 0.027
H -0.3668 2.3337 -3.0140 0.033
H 5.9787 -1.5483 1.6842 0.114
H -2.1053 -3.9895 -2.7117 0.088
H -0.4479 2.7913 2.5657 0.129
H -3.7678 1.7065 -0.0420 0.116
H 1.9573 -2.5223 0.5848 0.095
H 1.7002 -5.2542 -3.3083 0.028
H 4.3398 -3.2091 0.7878 0.115
H 2.3220 -4.6733 -4.8539 0.027
H -0.1850 -1.2086 -5.2934 0.031
H 2.7185 -3.8056 -3.3584 -0.006
H -7.3024 2.2904 -0.2596 0.093
H -1.9897 -2.0058 4.6768 0.098
H 3.2141 3.2810 -2.9140 0.028
H 2.0865 5.0232 -0.7431 0.030
H 3.6962 1.9630 -1.8327 0.029
H -1.9271 -1.6400 0.8322 0.092
H -5.9057 0.4717 3.4828 0.116
H 2.6239 1.6292 -3.1815 0.018
H 4.2958 2.1660 3.5043 0.107
H 2.6433 3.8911 0.4874 0.022
H 0.0716 4.0456 -2.9662 0.029
H -1.8240 -3.8738 -5.1156 0.029
H 0.9026 -2.2091 -6.2583 0.026
H -5.8913 1.3587 -0.8202 0.099
H -1.8022 -0.3926 5.3605 0.086
H -3.1207 -3.2983 -0.5251 0.097
H 1.5376 -1.2365 -4.9142 -0.002
H 0.9513 4.4060 0.4553 0.022
H -5.6748 3.0063 -0.1711 0.097

87
Properties=species:S:1:pos:R:3:lowdin_charge:R:1 method="wB97M-V/def2-TZVPD" largest_force_ha_per_bohr=0.0770 e_tot_ev=-92864.48545 spin_multiplicity=3 gap_ev="7.5 / 7.9" s2=2.013 total_charge=+1
W -13.1083 -2.9261 15.3008 1.741
S -14.4105 1.3735 13.9070 0.660
S -13.4980 -2.0032 12.7085 0.659
S -17.9438 -3.7455 14.7074 1.124
O -11.3969 0.7955 16.3801 0.066
O -14.0675 -2.4707 17.2183 -0.271
O -12.4095 -1.0094 15.5297 -0.253
O -11.4606 4.4474 16.3600 0.111
O -11.4271 -3.2025 16.6919 -0.156
O -11.2772 -2.8622 14.1681 -0.304
O -13.1896 -4.9399 14.7847 -0.226
O -9.9900 -2.7545 18.3649 0.091
N -12.9806 2.9662 15.5442 0.098
N -14.4868 4.0091 14.1525 0.016
N -10.9613 -1.7356 13.5072 -0.174
N -15.6413 -4.4260 15.5600 -0.029
N -12.3615 -5.1487 12.6708 0.212
N -15.4214 -3.2030 15.0321 -0.151
N -16.7589 -1.3651 14.1838 0.110
C -11.3675 -6.5137 14.4381 0.033
C -14.2351 -0.9579 17.5260 -0.160
C -11.9035 -1.2855 12.6549 -0.610
C -15.9624 5.1702 17.8423 -0.066
C -16.5824 -2.6263 14.6276 -0.616
C -13.3811 -2.8796 18.5971 -0.142
C -12.3046 -5.4589 13.9559 -0.473
C -15.2331 6.0727 11.7233 -0.124
C -16.8609 -4.8865 15.4384 -0.580
C -9.6838 -1.2291 13.6104 0.035
C -15.7165 4.1097 13.3612 -0.216
C -12.6469 4.1471 16.2897 -0.361
C -11.5552 -0.1827 11.8422 -0.057
C -10.2592 0.3160 11.8700 -0.031
C -14.9575 4.3410 17.3182 -0.027
C -14.4853 7.1055 17.5994 -0.062
C -12.2413 -1.9229 18.5413 -0.131
C -14.4122 -2.3442 19.5403 -0.112
C -13.4960 6.3110 17.0824 -0.022
C -11.0996 -2.6704 17.8474 -0.552
C -12.1111 -0.1975 16.5552 -0.470
C -15.0409 -1.1267 18.8117 -0.101
C -15.7122 6.5396 18.0237 -0.054
C -9.3436 -0.1751 12.8033 -0.034
C -12.7833 -0.6432 17.8457 -0.103
C -16.9447 -7.2489 14.4900 -0.092
C -13.7538 4.9402 16.9293 -0.170
C -17.1744 -6.3567 15.7192 -0.232
C -15.5018 4.5841 11.9015 -0.244
C -13.9605 2.8460 14.5788 -0.799
H -14.2149 6.3564 12.0608 0.074
H -17.6438 -1.0305 13.7794 0.125
H -16.9074 4.7713 18.1746 0.099
H -16.2004 3.1174 13.3393 0.068
H -9.9811 1.0712 11.1307 0.123
H -14.6924 -0.3591 16.7339 0.145
H -17.6587 -6.9416 13.6836 0.087
H -12.8744 -4.2951 12.3954 0.036
H -16.1173 -1.3464 18.5912 0.129
H -11.8240 -1.7097 19.5449 0.174
H -14.7206 3.9687 11.4350 0.108
H -12.3346 2.1530 15.6833 0.100
H -15.3242 6.3739 10.6655 0.074
H -15.9302 -7.0514 14.1192 0.071
H -14.3574 8.1623 17.7190 0.103
H -15.0596 -0.2379 19.5044 0.141
H -16.5160 -6.6772 16.5530 0.122
H -16.4603 4.3767 11.3809 0.112
H -11.8740 -7.5046 14.4170 0.117
H -15.9658 6.7009 12.2701 0.078
H -16.3495 4.8109 13.9349 0.126
H -12.5105 6.6972 16.8121 0.128
H -11.0529 -6.2845 15.4556 0.102
H -12.6247 0.1967 18.5360 0.173
H -9.0730 -1.6092 14.4296 0.157
H -15.9808 -0.6711 14.2179 0.020
H -16.4732 7.1954 18.4098 0.101
H -8.3481 0.2441 12.9302 0.122
H -15.2081 -3.1151 19.7084 0.132
H -17.0927 -8.3149 14.6965 0.079
H -14.0833 4.8864 14.4034 0.132
H -11.6556 -5.5783 12.0816 0.137
H -10.5149 -6.5551 13.7546 0.095
H -15.1392 3.2591 17.2108 0.119
H -13.9908 -2.0788 20.5598 0.150
H -13.1859 -3.9539 18.6170 0.176
H -12.3192 0.2089 11.1853 0.109
H -18.2126 -6.3732 16.0631 0.102

What energy relative to the best compared isomer or geometry (same formula, charge and spin) values result from the calculations? In sequence: 1.9, 5.7, 7.2 kcal/mol.